No. 1
Entry from OMol25: a structure of composition C23H32O4PRuSe4 (ωB97M-V with the def2-TZVPD basis set).

## Properties
HOMO energy (alpha / beta) ... -10.48 / -10.52 eV
Spin multiplicity ... 5
Relative energy (zero: lowest compared OMol25 entry of this formula, charge and spin) ... 0.00 kcal/mol
E ... -11238.31266 Eh
Charge ... +1

The geometry in XYZ format:
```
65
C23H32O4PRuSe4 (ωB97M-V with the def2-TZVPD basis set)
Ru -0.618 -0.570 0.300
O 1.188 -0.906 3.391
C 2.299 -0.043 3.552
C 2.527 0.757 2.275
C 3.786 1.624 2.563
O 4.129 2.473 1.486
C 2.892 -0.119 1.080
Se 1.680 -1.483 0.398
C 1.429 1.773 1.969
Se -0.449 1.257 1.785
H 1.075 -1.432 4.191
H 3.205 -0.618 3.776
H 2.136 0.655 4.382
H 4.622 0.975 2.838
H 3.575 2.272 3.417
H 4.796 2.046 0.941
H 3.819 -0.657 1.288
H 3.066 0.524 0.211
H 1.661 2.297 1.041
H 1.390 2.522 2.760
O -1.376 -2.634 -3.175
C -1.006 -1.799 -2.401
O -1.250 -1.862 -1.091
C -0.186 -0.576 -2.837
P -0.527 0.726 -1.625
C 0.720 2.024 -1.739
C 1.996 1.748 -2.229
C 2.977 2.729 -2.210
C 2.692 3.987 -1.699
C 1.420 4.269 -1.218
C 0.435 3.294 -1.238
C -2.104 1.456 -2.088
C -3.262 1.068 -1.422
C -4.493 1.571 -1.819
C -4.564 2.462 -2.878
C -3.409 2.855 -3.544
C -2.179 2.354 -3.153
H -0.437 -0.306 -3.861
H 0.868 -0.856 -2.783
H 2.231 0.776 -2.641
H 3.961 2.514 -2.607
H 3.459 4.749 -1.679
H 1.195 5.253 -0.830
H -0.556 3.527 -0.866
H -3.204 0.366 -0.598
H -5.393 1.267 -1.302
H -5.523 2.856 -3.188
H -3.469 3.552 -4.369
H -1.281 2.669 -3.671
C 0.648 -6.028 0.982
Se 0.137 -4.461 -0.046
C -1.731 -4.439 0.483
C -1.925 -3.938 1.902
Se -1.711 -2.017 2.190
C -3.551 -1.506 1.819
H 0.052 -6.882 0.668
H 0.548 -5.867 2.053
H 1.694 -6.227 0.757
H -2.131 -5.450 0.394
H -2.227 -3.812 -0.250
H -1.190 -4.372 2.580
H -2.911 -4.167 2.311
H -4.193 -1.930 2.587
H -3.844 -1.867 0.835
H -3.611 -0.420 1.854
```

No. 2
Entry from OMol25: a cluster of 2 separate species, C3H3NOS in total in a non-equilibrium geometry (ωB97M-V with the def2-TZVPD basis set).

## Properties
HOMO energy (alpha / beta) ... -7.11 / -7.11 eV
Spin multiplicity ... 1
Relative energy (zero: lowest compared OMol25 entry of this formula, charge and spin) ... 139.33 kcal/mol
E ... -644.06489 Eh
Charge ... 0

The geometry in XYZ format:
```
9
C3H3NOS (ωB97M-V with the def2-TZVPD basis set)
C -0.333 0.075 -2.249
C 0.301 -0.099 -1.200
C 1.325 -0.481 -0.429
N -0.839 0.482 0.898
O 1.749 -0.669 0.650
S 0.094 0.055 2.114
H -1.233 0.389 -2.701
H -0.747 1.479 0.744
H -0.319 -1.231 2.172
```

No. 3
Entry from OMol25: a structure of composition C20H48AlO9 in a non-equilibrium geometry (ωB97M-V with the def2-TZVPD basis set).

## Properties
HOMO energy ... -4.46 eV
Spin multiplicity ... 1
E ... -1710.21675 Eh
Charge ... -1

The geometry in XYZ format:
```
78
C20H48AlO9 (ωB97M-V with the def2-TZVPD basis set)
C 6.612 2.687 -2.000
C 5.698 2.907 -3.210
C 5.891 4.294 -3.838
C 4.605 4.961 -4.339
Al 3.033 4.923 -3.053
C 2.047 6.723 -3.030
O 2.421 7.561 -1.906
O 3.842 7.429 -1.745
C 1.691 3.532 -3.826
C 1.083 2.483 -2.908
C -0.294 2.948 -2.410
O 1.947 2.110 -1.830
H 6.428 1.734 -1.507
H 7.654 2.732 -2.327
H 6.469 3.503 -1.291
H 5.928 2.126 -3.941
H 4.666 2.752 -2.895
H 6.589 4.165 -4.677
H 6.411 4.949 -3.135
H 4.821 6.018 -4.535
H 4.291 4.528 -5.294
H 3.494 4.530 -1.543
H 2.304 7.276 -3.946
H 0.959 6.641 -2.969
H 3.902 6.675 -1.140
H 2.242 3.011 -4.617
H 0.889 4.081 -4.325
H 0.915 1.564 -3.492
H -1.058 2.557 -3.083
H -0.389 4.032 -2.387
H -0.476 2.556 -1.406
H 1.422 1.499 -1.308
C -0.230 -1.122 0.448
O -1.094 -1.072 -0.664
C -0.703 -1.941 -1.714
C -1.905 -2.356 -2.529
O -2.728 -3.331 -1.898
C -3.518 -2.898 -0.803
C -4.704 -2.040 -1.180
O -4.303 -0.716 -1.474
C -5.178 -0.054 -2.355
H 0.768 -0.745 0.193
H -0.653 -0.492 1.228
H -0.148 -2.148 0.831
H -0.211 -2.834 -1.310
H 0.007 -1.410 -2.362
H -1.540 -2.841 -3.437
H -2.481 -1.479 -2.826
H -2.901 -2.402 -0.051
H -3.910 -3.816 -0.359
H -5.405 -2.017 -0.333
H -5.212 -2.490 -2.041
H -5.283 -0.605 -3.297
H -4.749 0.923 -2.567
H -6.171 0.082 -1.908
C -1.653 -2.223 8.089
O -1.466 -3.260 7.155
C -2.271 -4.393 7.419
C -2.530 -5.184 6.157
O -3.493 -4.604 5.294
C -3.091 -3.489 4.513
C -2.213 -3.838 3.336
O -0.881 -4.090 3.750
C -0.197 -4.966 2.885
H -1.324 -2.522 9.091
H -1.054 -1.376 7.761
H -2.704 -1.915 8.133
H -3.230 -4.089 7.855
H -1.750 -5.041 8.139
H -2.968 -6.138 6.460
H -1.596 -5.394 5.633
H -2.624 -2.718 5.128
H -4.022 -3.080 4.114
H -2.205 -2.992 2.635
H -2.629 -4.714 2.823
H -0.724 -5.923 2.793
H 0.787 -5.147 3.313
H -0.075 -4.531 1.886
```

No. 4
Entry from OMol25: the ion C4H9N2O with charge +1 in a non-equilibrium geometry (ωB97M-V with the def2-TZVPD basis set).

## Properties
HOMO energy ... -14.23 eV
Spin multiplicity ... 1
Relative energy (zero: lowest compared OMol25 entry of this formula, charge and spin) ... 25.36 kcal/mol
SMILES string ... [NH2+]=C1CC[C@H](O)N1
E ... -342.31686 Eh
Charge ... +1

The geometry in XYZ format:
```
16
C4H9N2O (ωB97M-V with the def2-TZVPD basis set)
N -2.237 -0.905 -0.156
C -1.059 -0.383 -0.004
C -0.737 1.122 -0.097
C 0.785 1.162 -0.062
C 1.297 -0.391 0.392
O 2.336 -0.884 -0.377
N 0.059 -1.095 0.122
H -3.085 -0.394 -0.159
H -2.281 -1.852 -0.271
H -1.115 1.606 -1.028
H -1.152 1.531 0.882
H 1.280 1.340 -1.030
H 1.233 1.878 0.709
H 1.420 -0.193 1.387
H 3.218 -0.468 -0.344
H 0.040 -2.075 0.036
```

No. 5
Entry from OMol25: a structure of composition C13H32BN8O2PPdS2 (ωB97M-V with the def2-TZVPD basis set).

## Properties
HOMO energy ... -13.07 eV
Spin multiplicity ... 1
Relative energy (zero: lowest compared OMol25 entry of this formula, charge and spin) ... 0.68 kcal/mol
E ... -2393.26513 Eh
Charge ... +2

The geometry in XYZ format:
```
60
C13H32BN8O2PPdS2 (ωB97M-V with the def2-TZVPD basis set)
Pd -0.078 1.019 -0.773
C -4.125 0.394 0.836
N -3.266 1.075 1.794
C -3.351 0.987 3.167
C -2.363 1.766 3.666
N -1.691 2.341 2.613
B -0.531 3.362 2.757
N 0.899 2.649 2.658
C 1.976 3.318 3.199
C 3.084 2.560 3.041
N 2.680 1.409 2.401
C 3.536 0.260 2.176
C 1.343 1.490 2.180
S 0.410 0.261 1.364
C -2.255 1.905 1.480
S -1.807 2.333 -0.135
H -4.877 -0.163 1.388
H -3.534 -0.280 0.220
H -4.613 1.119 0.192
H -4.115 0.406 3.658
H -2.098 1.992 4.685
H -0.574 3.806 3.866
H -0.581 4.189 1.901
H 1.854 4.287 3.655
H 4.107 2.722 3.339
H 4.565 0.602 2.094
H 3.255 -0.239 1.252
H 3.461 -0.445 3.003
N -0.669 1.520 -2.720
C 0.367 2.217 -3.521
C 1.566 1.322 -3.751
C 2.372 0.972 -2.504
N 1.632 0.058 -1.608
H -0.919 0.632 -3.148
H -1.524 2.066 -2.680
H 0.657 3.122 -2.987
H -0.048 2.517 -4.485
H 2.233 1.829 -4.449
H 1.245 0.402 -4.259
H 2.605 1.873 -1.936
H 3.318 0.516 -2.804
H 2.212 -0.165 -0.810
H 1.448 -0.830 -2.060
N 0.781 -3.058 0.941
C -0.647 -3.181 0.507
P -0.674 -2.947 -1.336
O 0.759 -3.217 -1.746
O -1.397 -1.716 -1.687
C -1.535 -4.445 -2.042
N -0.694 -4.832 -3.236
H 0.970 -3.525 1.825
H 1.019 -2.043 1.031
H 1.372 -3.431 0.189
H -1.229 -2.400 0.992
H -1.024 -4.155 0.817
H -2.557 -4.249 -2.352
H -1.521 -5.281 -1.345
H -0.969 -4.322 -4.074
H -0.736 -5.827 -3.449
H 0.275 -4.543 -2.991
```

No. 6
Entry from OMol25: a structure of composition C12H16P2 in a non-equilibrium geometry (ωB97M-V with the def2-TZVPD basis set).

## Properties
HOMO energy ... -7.74 eV
Spin multiplicity ... 1
Relative energy (zero: lowest compared OMol25 entry of this formula, charge and spin) ... 76.06 kcal/mol
E ... -1149.31384 Eh
Charge ... 0

The geometry in XYZ format:
```
30
C12H16P2 (ωB97M-V with the def2-TZVPD basis set)
C 2.405 0.062 -0.851
C -1.379 0.013 -0.974
C -2.178 -1.489 0.904
C 3.143 0.671 0.131
C -2.699 0.141 -0.793
C -3.164 -0.757 0.248
C 3.311 -0.007 1.442
C 0.752 -2.188 0.239
C 3.664 2.051 -0.125
C -3.684 1.082 -1.411
C -4.685 -0.585 0.591
C 4.449 -0.702 1.568
P 2.044 -1.691 -0.940
P -0.618 -1.186 0.010
H 2.266 0.601 -1.827
H -0.940 0.770 -1.653
H -2.245 -2.270 1.723
H 4.707 2.300 -0.131
H 3.177 2.658 0.655
H 3.266 2.339 -1.177
H -4.519 0.520 -1.766
H -3.401 1.533 -2.299
H -4.198 1.736 -0.711
H -4.902 -1.272 1.349
H -5.377 -0.787 -0.283
H -4.678 0.526 0.907
H 2.518 0.100 2.208
H 4.680 -1.378 2.385
H 5.094 -0.572 0.745
H 3.194 -2.218 -0.165
```

No. 7
Entry from OMol25: a cluster of 13 separate species, C68H75F8N5 in total in a non-equilibrium geometry (ωB97M-V with the def2-TZVPD basis set).

## Properties
HOMO energy (alpha / beta) ... -0.30 / -5.30 eV
Spin multiplicity ... 2
E ... -3708.74215 Eh
Charge ... -1

The geometry in XYZ format:
```
156
C68H75F8N5 (ωB97M-V with the def2-TZVPD basis set)
C -4.310 3.283 -0.893
C -4.831 4.707 -1.179
C -4.055 5.386 -2.322
C -4.188 4.622 -3.568
N -4.326 4.061 -4.573
H -4.997 2.759 -0.229
H -3.313 3.259 -0.452
H -4.307 2.712 -1.821
H -4.741 5.403 -0.345
H -5.859 4.743 -1.541
H -2.993 5.489 -2.098
H -4.514 6.332 -2.608
C 5.782 1.855 -1.378
C 4.824 0.702 -1.470
C 5.451 -0.606 -1.934
C 4.764 -1.808 -1.485
N 4.218 -2.744 -1.139
H 6.244 1.779 -0.394
H 5.319 2.836 -1.491
H 6.517 1.762 -2.178
H 4.081 1.023 -2.199
H 4.189 0.507 -0.606
H 6.463 -0.621 -1.532
H 5.604 -0.548 -3.012
C -6.477 0.301 -0.422
C -6.859 0.820 0.953
C -6.394 0.051 2.162
C -4.922 0.113 2.375
N -3.777 0.164 2.563
H -7.136 0.840 -1.101
H -6.578 -0.780 -0.525
H -5.428 0.421 -0.693
H -7.949 0.815 0.984
H -6.498 1.824 1.174
H -6.575 -1.016 2.035
H -6.912 0.513 3.003
C 0.739 -5.102 0.902
C 1.369 -4.598 2.183
C 2.288 -5.629 2.897
C 3.258 -6.304 2.077
N 4.069 -6.811 1.405
H 0.279 -6.090 0.875
H 1.487 -5.068 0.110
H -0.036 -4.443 0.512
H 0.569 -4.314 2.866
H 1.836 -3.618 2.085
H 1.764 -6.472 3.348
H 2.869 -5.251 3.738
C 3.981 -1.288 2.163
C 4.781 -0.446 3.078
C 6.108 -1.065 3.415
C 6.903 -1.383 2.258
N 7.432 -1.650 1.286
H 3.933 -2.322 2.505
H 4.496 -1.408 1.210
H 3.087 -0.743 1.859
H 4.226 -0.222 3.989
H 4.909 0.547 2.647
H 5.852 -1.953 3.994
H 6.620 -0.403 4.114
F 5.168 -0.304 -7.258
C 4.379 -0.794 -6.283
C 4.068 -2.149 -6.195
C 3.201 -2.628 -5.238
C 2.597 -1.738 -4.389
C 2.837 -0.352 -4.490
C 3.710 0.113 -5.460
H 4.516 -2.788 -6.941
H 3.064 -3.695 -5.136
H 1.855 -2.053 -3.671
H 2.270 0.280 -3.822
H 3.800 1.188 -5.525
F -4.406 -4.973 -0.679
C -4.384 -4.378 0.509
C -3.261 -3.780 1.033
C -3.382 -3.245 2.326
C -4.537 -3.336 3.045
C -5.676 -3.920 2.504
C -5.559 -4.433 1.234
H -2.334 -3.802 0.480
H -2.471 -2.879 2.776
H -4.603 -2.903 4.032
H -6.612 -3.908 3.043
H -6.431 -4.925 0.829
F -0.322 3.582 -2.693
C -0.604 2.775 -3.718
C -1.743 2.006 -3.660
C -2.017 1.118 -4.697
C -1.181 1.015 -5.779
C -0.008 1.794 -5.825
C 0.269 2.721 -4.775
H -2.453 2.159 -2.860
H -2.986 0.639 -4.684
H -1.598 0.477 -6.618
H 0.645 1.776 -6.685
H 1.009 3.507 -4.794
F 1.780 1.016 -1.664
C 0.939 0.569 -0.715
C 1.191 -0.657 -0.166
C 0.340 -1.157 0.825
C -0.724 -0.367 1.265
C -0.976 0.857 0.671
C -0.115 1.329 -0.271
H 1.913 -1.272 -0.681
H 0.507 -2.163 1.181
H -1.415 -0.686 2.031
H -1.877 1.391 0.934
H -0.210 2.320 -0.689
F -2.838 -4.208 -4.756
C -2.703 -3.209 -3.853
C -1.481 -2.531 -3.715
C -1.300 -1.651 -2.625
C -2.405 -1.288 -1.824
C -3.623 -1.958 -1.965
C -3.757 -2.919 -2.992
H -0.668 -2.883 -4.332
H -0.354 -1.168 -2.432
H -2.270 -0.552 -1.045
H -4.422 -1.712 -1.282
H -4.690 -3.463 -2.994
F 3.421 -2.767 5.200
C 2.047 -2.711 5.217
C 1.447 -3.664 6.029
C 0.074 -3.731 6.146
C -0.695 -2.822 5.409
C -0.103 -1.824 4.630
C 1.316 -1.847 4.425
H 2.002 -4.446 6.525
H -0.345 -4.531 6.738
H -1.765 -2.820 5.558
H -0.685 -1.025 4.195
H 1.797 -1.039 3.893
F 4.985 4.808 4.218
C 4.087 4.011 3.589
C 2.974 3.490 4.245
C 2.088 2.688 3.528
C 2.319 2.400 2.237
C 3.424 2.905 1.557
C 4.331 3.660 2.239
H 2.818 3.850 5.251
H 1.154 2.277 3.882
H 1.610 1.797 1.688
H 3.629 2.561 0.554
H 5.243 4.049 1.813
F -0.809 8.000 -1.567
C -0.953 7.080 -0.606
C -2.035 7.120 0.246
C -2.162 6.214 1.313
C -1.275 5.157 1.405
C -0.161 5.128 0.573
C -0.013 6.116 -0.478
H -2.753 7.921 0.145
H -2.942 6.315 2.053
H -1.447 4.473 2.222
H 0.578 4.352 0.704
H 0.802 6.131 -1.186
```

No. 8
Entry from OMol25: a cluster of 2 separate species, C4H11NO3 in total in a non-equilibrium geometry (ωB97M-V with the def2-TZVPD basis set).

## Properties
HOMO energy ... -9.80 eV
Spin multiplicity ... 1
Relative energy (zero: lowest compared OMol25 entry of this formula, charge and spin) ... 37.03 kcal/mol
SMILES string ... CC(=O)[C@@H](N)O.CO
E ... -439.46691 Eh
Charge ... 0

The geometry in XYZ format:
```
19
C4H11NO3 (ωB97M-V with the def2-TZVPD basis set)
C -0.156 1.843 0.498
C 1.094 1.088 0.213
O 1.887 1.360 -0.657
C 1.340 -0.192 1.041
N 0.492 -1.245 0.488
O 2.696 -0.522 1.002
H -0.226 2.713 -0.150
H -1.021 1.194 0.344
H -0.164 2.150 1.542
H 1.050 -0.042 2.086
H 0.711 -1.399 -0.523
H 0.647 -2.109 0.996
H 3.071 -0.106 0.207
C -2.053 -0.764 -1.517
O -2.086 -0.615 -0.135
H -2.176 -1.807 -1.829
H -2.869 -0.175 -1.942
H -1.051 -0.420 -1.918
H -1.188 -0.951 0.252
```